No. 1
Here is C40H30Br2I2N6O5STl as an isolated structure from the Open Molecules 2025 dataset. Energies are from wB97M-V/def2-TZVPD.

Atoms and positions in Å:
C1 -0.10108 -5.76410 3.18762
O1 -2.37092 1.67666 -0.19485
H1 -0.19163 4.80982 -6.16759
C2 1.79515 0.39352 5.08913
H2 -1.82204 3.06759 -5.82316
N1 -1.11742 -0.18949 -1.14843
O2 1.19202 -0.52489 3.00947
H3 0.52201 4.72986 -2.64931
C3 1.44272 -3.73694 2.06961
C4 -0.53419 0.13929 4.54232
C5 -0.19914 3.99762 -2.99601
C6 1.82037 2.33916 0.87249
H4 2.97642 4.10313 0.54226
C7 2.10499 1.67881 -4.75990
H5 1.31742 1.08650 -6.65956
C8 -1.59201 2.08913 -2.59837
Br1 2.58152 -2.54524 1.14106
H6 2.27377 1.14283 7.03894
C9 -2.02582 -2.60230 1.19908
H7 -1.52898 2.21144 3.51913
N2 -1.55054 0.49231 2.32327
H8 -0.35274 2.98811 -1.10406
C10 -1.51399 3.05526 -4.78294
H9 -2.30646 0.25130 1.69445
C11 -0.98069 -1.22640 -2.04305
C12 -0.74274 -4.70164 2.50615
C13 1.48885 0.86903 6.34692
H10 1.70036 -2.00431 -3.71446
C14 -2.77338 -3.70744 1.65551
C15 0.82273 -0.02703 4.13203
C16 2.24016 -0.05216 -3.06617
I1 3.79543 0.22146 4.48847
C17 -0.68020 3.03218 -2.13537
H11 2.27364 2.70741 -5.05064
C18 1.58599 0.76187 -5.66143
C19 1.25576 -5.79460 3.30747
H12 -1.95038 -2.21847 -4.97594
C20 -0.11193 -3.30827 -2.40341
H13 -3.84479 -3.73657 1.49313
H14 3.11701 -4.83353 2.75298
N3 0.68237 1.78010 1.30362
C21 2.03658 -4.78281 2.71730
C22 -1.99831 2.08807 -3.92086
H15 -2.68189 1.32004 -4.26116
H16 1.19656 5.58993 1.51577
N4 -0.17310 -2.22650 -1.64680
N5 -1.54512 -1.17620 -3.26620
H17 1.74705 -6.60782 3.82815
C23 2.05037 3.69910 0.92932
C24 -1.47147 -2.27411 -4.00117
C25 -0.80876 -3.42264 -3.59611
H18 -2.33738 2.40033 1.96159
C26 0.02282 -3.62062 1.97053
C27 -2.14716 -4.71450 2.32748
H19 -2.70943 -5.55257 2.72597
C28 -0.61487 4.02095 -4.32979
C29 -1.65823 -0.22137 3.60496
I2 -0.36071 1.68883 8.61520
O3 1.88216 0.08366 -0.71929
H20 0.69775 5.46967 -4.90380
H21 -0.71149 -6.55755 3.60452
Tl1 0.26413 -0.61266 0.81673
C30 1.78327 -0.96660 -4.00808
H22 -0.85120 4.51841 2.44947
C31 1.44314 -0.56573 -5.29019
H23 -1.63890 -1.29023 3.39672
C32 1.06971 4.51462 1.47565
C33 2.51612 -0.54376 -1.65014
Br2 3.28163 2.52153 -2.33705
C34 0.15230 0.98281 6.70007
S1 -2.24916 0.93894 -1.43440
O4 3.32377 -1.45496 -1.53091
H24 -2.60890 0.00873 4.10069
C35 -0.07388 3.92809 1.97950
H25 -0.78945 -4.32250 -4.19365
C36 -0.84218 0.63362 5.80221
C37 -1.49350 1.93709 2.46297
O5 -3.47000 0.39456 -1.96558
C38 -0.23925 2.54911 1.87983
H26 1.06591 -1.29360 -5.99880
C39 -0.66901 -2.53426 1.36831
H27 -2.55281 -1.79355 0.69745
N6 -0.15893 5.02458 -5.18585
H28 -1.88456 0.74394 6.08124
H29 2.55245 1.66079 0.45933
C40 2.42078 1.26711 -3.47542
H30 0.53548 -4.10098 -2.03621

The LUMO energy comes out at 2.156 eV. For the HOMO-LUMO gap, the calculation gives 0.26069 Ha. Its net charge is -1. Its spin multiplicity is 1. For the relative energy (zero: lowest compared OMol25 entry of this formula, charge and spin), the calculation gives 5.6 kcal/mol. For the highest occupied orbital energy, the calculation gives -4.94 eV.

Here are the Mulliken charges for atoms 1 to 6, given in e: atom 1 (C): -1.034, atom 2 (O): -0.668, atom 3 (H): 0.218, atom 4 (C): -0.554, atom 5 (H): 0.314, atom 6 (N): 0.243



No. 2
Here is C5H10O2 as an isolated structure from the Open Molecules 2025 dataset. Energies are from wB97M-V/def2-TZVPD.

Atoms and positions in Å:
C1 -0.71532 -0.52275 1.23895
H1 0.28167 -0.97569 1.37101
H2 1.62872 0.71203 0.78237
O1 -0.45179 -0.46959 -1.37432
H3 -1.46959 -1.14872 1.73156
H4 -2.06819 0.14400 -0.30396
H5 1.02888 -1.68942 -0.53477
C2 0.31560 -1.64770 -1.36723
H6 -0.94319 2.24190 0.15625
H7 1.42719 2.45840 0.61577
C3 1.09967 1.49161 0.22338
H8 1.39880 1.42161 -0.82767
H9 -0.30574 -2.55735 -1.35156
H10 0.88612 -1.62912 -2.29776
O2 -0.72610 0.83299 1.72103
C4 -0.98513 0.01846 -0.17908
C5 -0.40163 1.31936 0.39602

The LUMO energy comes out at 0.971 eV. For the HOMO-LUMO gap, the calculation gives 0.38453 Ha. Its spin multiplicity is 1. For the relative energy (zero: lowest compared OMol25 entry of this formula, charge and spin), the calculation gives 64.4 kcal/mol. For the highest occupied orbital energy, the calculation gives -9.49 eV.

Here are the natural (NBO) charges for atoms 1 to 6, given in e: atom 1 (C): -0.099, atom 2 (H): 0.167, atom 3 (H): 0.209, atom 4 (O): -0.533, atom 5 (H): 0.189, atom 6 (H): 0.183



No. 3
Here is C2H2N2O2 as an isolated structure from the Open Molecules 2025 dataset. Energies are from wB97M-V/def2-TZVPD.

Atoms and positions in Å:
C1 -0.04123 -0.52743 -0.35141
O1 1.07040 0.09639 0.02751
H1 0.85938 -2.19990 -0.71762
N1 0.59910 1.26411 0.68519
O2 -0.01335 -1.67647 -0.90861
H2 -1.47469 1.85736 0.74528
N2 -1.14303 0.06293 0.08177
C2 -0.63103 1.14307 0.62681

The LUMO energy comes out at 0.214 eV. For the HOMO-LUMO gap, the calculation gives 0.38543 Ha. Its spin multiplicity is 1. For the relative energy (zero: lowest compared OMol25 entry of this formula, charge and spin), the calculation gives 53.9 kcal/mol. For the highest occupied orbital energy, the calculation gives -10.27 eV.

Here are the natural (NBO) charges for atoms 1 to 6, given in e: atom 1 (C): 0.772, atom 2 (O): -0.321, atom 3 (H): 0.518, atom 4 (N): -0.165, atom 5 (O): -0.628, atom 6 (H): 0.222



No. 4
Here is one molecule with the formula C5H9N from the Open Molecules 2025 dataset. Energies are from wB97M-V/def2-TZVPD.

Atoms and positions in Å:
H1 -3.69178 -0.80376 0.40168
H2 2.22167 1.48603 -0.99111
H3 -2.32362 -1.82570 -0.12907
C1 -1.86855 0.24747 0.29269
H4 -3.00882 -0.59356 -1.20519
C2 0.85639 0.25413 0.10602
C3 1.38938 0.80482 -1.16801
C4 -2.76415 -0.82751 -0.16763
C5 1.68557 -0.01744 1.30934
H5 2.68098 0.39930 1.16961
H6 1.78752 -1.08654 1.50395
H7 0.60228 1.33838 -1.69557
N1 -0.54915 0.18556 0.20098
H8 1.74769 0.00569 -1.82020
H9 1.23456 0.43314 2.19252

The LUMO energy comes out at 0.931 eV. For the HOMO-LUMO gap, the calculation gives 0.29853 Ha. Its spin multiplicity is 1. For the relative energy (zero: lowest compared OMol25 entry of this formula, charge and spin), the calculation gives 70.3 kcal/mol. For the highest occupied orbital energy, the calculation gives -7.19 eV.

Here are the natural (NBO) charges for atoms 1 to 6, given in e: atom 1 (H): 0.230, atom 2 (H): 0.214, atom 3 (H): 0.207, atom 4 (C): 0.161, atom 5 (H): 0.245, atom 6 (C): 0.186



No. 5
Here is a 2-piece molecular cluster, C10H8O4Si overall from the Open Molecules 2025 dataset. Energies are from wB97M-V/def2-TZVPD.

Atoms and positions in Å:
O1 -3.41603 -0.59222 1.53671
H1 0.04715 1.50017 -0.65726
C1 -1.58172 -0.09949 1.24101
O2 -2.12862 -0.47480 3.58134
H2 2.27339 -0.63165 -3.57981
C2 1.28911 0.14822 0.17306
H3 -3.09291 1.09348 -0.74160
O3 1.51722 0.19583 2.72687
C3 -2.26910 -0.52281 2.32658
C4 1.07182 0.64668 -2.21273
O4 0.87936 2.47360 2.68223
Si1 -3.05484 -0.22472 -0.08311
H4 0.51565 1.21018 -2.92840
C5 0.74166 0.24119 1.45427
H5 3.22742 -1.87480 -1.84526
C6 2.56111 -1.11974 -1.54022
H6 2.66135 -1.33533 0.65133
C7 0.85899 1.35275 2.29966
C8 0.79142 0.84682 -0.89588
H7 -4.55004 -0.36355 -0.42238
C9 1.99298 -0.36766 -2.55868
C10 2.30106 -0.83627 -0.19143
H8 -2.63644 -1.26588 -1.01630

The LUMO energy comes out at 5.603 eV. For the HOMO-LUMO gap, the calculation gives 0.19236 Ha. Its net charge is -2. Its spin multiplicity is 1. For the relative energy (zero: lowest compared OMol25 entry of this formula, charge and spin), the calculation gives 132.9 kcal/mol. For the highest occupied orbital energy, the calculation gives 0.37 eV.

Here are the natural (NBO) charges for atoms 1 to 6, given in e: atom 1 (O): -0.843, atom 2 (H): 0.214, atom 3 (C): -0.482, atom 4 (O): -0.776, atom 5 (H): 0.179, atom 6 (C): -0.022



No. 6
Here is a 17-piece molecular cluster, C41H124N8O17 overall from the Open Molecules 2025 dataset. Energies are from wB97M-V/def2-TZVPD.

Atoms and positions in Å:
H1 2.51354 -13.76832 -18.27728
H2 6.97013 -18.01917 -22.45153
H3 -1.25382 -17.41829 -19.81748
O1 9.52650 -18.10242 -17.60837
H4 1.48845 -21.26137 -13.40856
H5 3.11455 -18.88349 -13.19464
H6 8.50035 -11.98063 -15.48193
C1 9.63378 -17.26285 -16.47734
C2 9.13362 -10.34164 -12.39061
H7 -1.09933 -15.80712 -19.28538
C3 1.16481 -16.96564 -20.25694
H8 8.76283 -16.94492 -12.51675
H9 7.27643 -19.33637 -14.44421
O2 5.00323 -18.51761 -11.38394
H10 8.26854 -9.68091 -12.44691
H11 3.54559 -16.38819 -22.77869
O3 8.23606 -13.01801 -13.76636
C4 9.49995 -11.05651 -13.72863
H12 3.97143 -17.74018 -15.30191
H13 6.27492 -11.96671 -20.18024
O4 1.28908 -16.79560 -16.49877
C5 6.29697 -16.41223 -17.67225
H14 5.80661 -22.24871 -17.91330
C6 5.78171 -17.34647 -11.23291
H15 10.14001 -21.69351 -13.27059
H16 1.51549 -11.80104 -22.33263
H17 6.93772 -11.48837 -24.88217
O5 10.34358 -21.10850 -14.00402
H18 9.98173 -9.81168 -11.95708
H19 4.70813 -17.96960 -17.76592
H20 2.11092 -21.61328 -21.72908
O6 10.52465 -16.83172 -11.42756
H21 9.92545 -18.95791 -17.43354
C7 0.87261 -12.45812 -21.74694
H22 2.70894 -12.01580 -18.25919
H23 2.51905 -15.49114 -20.84097
C8 4.89138 -17.03345 -17.23852
H24 7.68774 -14.18596 -15.42314
H25 1.83926 -16.47411 -22.97482
H26 5.17272 -23.66154 -17.05762
H27 5.28891 -16.52417 -15.20238
H28 12.61435 -13.46631 -22.38167
H29 8.87736 -11.08156 -11.63234
H30 1.01685 -22.76065 -14.13431
H31 3.83371 -14.15323 -12.52758
H32 5.78416 -16.83617 -22.98037
H33 1.54370 -19.37919 -12.38675
H34 10.40659 -17.57352 -15.77424
C9 0.40039 -13.07514 -19.46272
H35 4.55438 -11.93203 -23.32782
H36 0.70687 -14.53664 -17.11799
H37 10.19865 -17.08980 -13.54977
H38 5.74096 -19.10861 -13.68368
C10 1.41938 -18.17524 -16.94342
H39 5.84065 -12.33905 -25.65017
H40 9.89777 -18.19927 -21.92243
H41 6.47684 -13.48302 -18.53941
H42 5.57141 -14.00502 -24.06903
C11 2.15015 -18.57048 -12.79456
H43 9.75585 -16.19258 -16.64387
H44 5.73255 -19.28446 -18.98003
H45 3.05895 -20.39019 -22.50672
H46 5.75146 -16.74081 -12.13864
H47 6.31224 -13.63978 -14.39358
H48 10.69437 -19.24007 -13.02317
C12 10.83398 -15.65970 -21.99085
H49 7.44821 -11.16797 -14.38592
C13 6.69920 -16.96453 -22.40217
H50 -0.73478 -13.92932 -17.48187
H51 9.79441 -19.21004 -14.57443
N1 4.17826 -20.56515 -17.20342
H52 5.80671 -21.23952 -21.98962
O7 0.92403 -12.07791 -20.36988
C14 2.17340 -12.84804 -17.80239
H53 8.04860 -14.34978 -24.03374
C15 4.03930 -21.29513 -20.81078
H54 6.16986 -15.79022 -18.55828
C16 9.98920 -19.77257 -13.66134
H55 7.31461 -19.93465 -18.54885
H56 9.84404 -15.56897 -12.81814
H57 7.46325 -16.51611 -20.70257
C17 1.09128 -21.69066 -14.32837
H58 3.35463 -19.56567 -20.11643
H59 11.78539 -15.88335 -22.47342
O8 2.20921 -17.65996 -11.70618
H60 0.57750 -18.34511 -17.61460
H61 4.01101 -15.26676 -16.94715
H62 4.07327 -18.30798 -11.27065
O9 0.04004 -16.28689 -20.93710
C18 6.25468 -13.18650 -23.84258
H63 11.31477 -12.42578 -21.67799
H64 11.41208 -16.45262 -20.02687
C19 11.54716 -13.36167 -22.18610
C20 7.36298 -13.92892 -14.41489
C21 6.26239 -12.43163 -18.34791
H65 2.88124 -16.35749 -17.22791
C22 4.46192 -13.60149 -21.32229
C23 5.36623 -20.69094 -21.15706
H66 2.41437 -12.87846 -16.73980
C24 7.63370 -13.63676 -23.32131
H67 7.52724 -14.12889 -22.35458
H68 1.56244 -18.21414 -13.64054
H69 7.36419 -16.39545 -23.05181
H70 3.68042 -21.55350 -14.59691
H71 10.93370 -13.21528 -23.07512
H72 6.84453 -17.53893 -11.08635
C25 -1.18685 -16.39859 -20.19675
H73 -0.66577 -12.85410 -19.51318
O10 6.47191 -11.50299 -19.36308
H74 -0.15877 -12.35161 -22.08314
H75 0.67220 -14.10498 -19.69433
O11 10.95999 -14.39067 -21.37826
H76 8.34830 -12.84177 -23.10814
H77 10.03763 -15.63299 -22.73463
O12 6.58193 -16.51562 -21.08319
C26 3.20498 -22.04554 -15.44541
H78 4.29635 -22.28166 -20.42504
H79 1.30402 -16.57472 -19.24902
H80 2.78938 -15.43459 -14.04542
H81 11.56508 -18.40177 -21.61431
C27 10.64163 -18.07650 -21.13521
H82 10.30644 -11.74739 -13.48295
C28 3.94086 -21.92344 -16.82309
H83 10.29009 -18.70799 -20.31929
C29 6.65761 -19.69486 -19.38490
H84 0.31066 -11.75561 -17.74528
H85 -2.06588 -16.14337 -20.78860
H86 2.71555 -17.96390 -22.48290
H87 9.44639 -15.45392 -19.70005
O13 6.41488 -20.88429 -20.12688
H88 3.63697 -16.98750 -19.27064
H89 7.01643 -17.19164 -17.92325
H90 6.75088 -15.72396 -16.95926
O14 4.06022 -13.85408 -13.41121
H91 0.13851 -21.16396 -14.38248
C30 8.33745 -11.79740 -14.41987
C31 3.12853 -21.37036 -22.03497
H92 3.59828 -20.59681 -18.91084
H93 7.08794 -18.94570 -20.04949
H94 0.43878 -16.70946 -16.06155
H95 8.74531 -17.49578 -15.89043
H96 4.88382 -20.16120 -16.60418
H97 1.00504 -18.04034 -20.16971
H98 1.13716 -13.48714 -21.99032
H99 10.06492 -16.39328 -10.70783
N2 3.62417 -17.19514 -20.25898
H100 5.27612 -16.79147 -10.44268
H101 5.20260 -19.67913 -21.52797
C32 10.62202 -16.60820 -20.76152
H102 1.45772 -17.66117 -11.10880
H103 2.38710 -18.38041 -17.40115
O15 1.86600 -21.54561 -15.49464
N3 0.15860 -13.68943 -17.07640
H104 6.14193 -11.22460 -22.81838
H105 9.07524 -19.69722 -13.07219
O16 5.49693 -12.61399 -21.62653
H106 2.17428 -13.79871 -14.19879
H107 9.34799 -16.99166 -19.27685
H108 9.21853 -9.58685 -15.02032
C33 4.93515 -17.42574 -15.70249
H109 3.10081 -23.10522 -15.21236
H110 4.04991 -13.96150 -22.26502
H111 5.19602 -12.31088 -18.15712
H112 3.31549 -22.39213 -17.58292
H113 6.83203 -17.70468 -13.95961
C34 2.47603 -16.57689 -20.92700
H114 10.34196 -10.49964 -15.56043
N4 6.64626 -12.44081 -25.04956
H115 3.35572 -20.12754 -16.81350
C35 5.31944 -22.58315 -16.99738
C36 6.44385 -18.63677 -14.37027
C37 0.69135 -12.73650 -18.02992
N5 10.03089 -10.08902 -14.69169
N6 9.38296 -16.38584 -20.08423
H116 5.93176 -22.30324 -16.14017
H117 6.69829 -12.11414 -17.40065
H118 4.56822 -17.11714 -20.60937
H119 4.81002 -14.45542 -20.74113
N7 3.81525 -16.08784 -17.50177
C38 9.80324 -16.64313 -12.63751
H120 1.34831 -18.83569 -16.07920
C39 2.65804 -16.88022 -22.38087
H121 3.43897 -14.28843 -15.27568
N8 3.29359 -20.54382 -19.87232
H122 7.40646 -14.89485 -13.91170
H123 3.55234 -22.07883 -22.74668
H124 3.67463 -13.15643 -20.71386
O17 5.81638 -18.55311 -15.60858
C40 3.07877 -14.40451 -14.25349
C41 5.55023 -12.13285 -22.93280

The LUMO energy comes out at -0.051 eV. For the HOMO-LUMO gap, the calculation gives 0.28831 Ha. Its spin multiplicity is 1. For the relative energy (zero: lowest compared OMol25 entry of this formula, charge and spin), the calculation gives 63.2 kcal/mol. For the highest occupied orbital energy, the calculation gives -7.90 eV.

Here are the Mulliken charges for atoms 1 to 6, given in e: atom 1 (H): -0.237, atom 2 (H): 0.402, atom 3 (H): 0.355, atom 4 (O): -0.422, atom 5 (H): 0.289, atom 6 (H): 0.001



no.,electronic energy (Eh)
1,-8561.24741
2,-346.92281
3,-337.33855
4,-250.55488
5,-976.07979
6,-3353.21462